Computed, not measured: a 2-piece molecular cluster, C4H10N2O2 overall in a non-equilibrium geometry, with ωB97M-V with the def2-TZVPD basis set.

Cartesian coordinates (Å):
O: -0.562 1.526 -5.283
C: -0.995 0.701 -4.538
N: -2.073 0.029 -4.844
C: -0.239 0.373 -3.263
H: -2.361 -0.676 -4.160
H: -2.522 0.063 -5.762
H: 0.732 0.895 -3.288
H: -0.053 -0.714 -3.241
H: -0.768 0.658 -2.338
O: -0.518 -0.724 3.402
C: 0.570 -0.381 3.743
N: 1.455 0.168 2.840
C: 0.886 -0.542 5.183
H: 2.466 0.205 2.998
H: 1.084 0.222 1.889
H: 0.374 -1.449 5.547
H: 0.552 0.317 5.789
H: 1.972 -0.671 5.325

Cartesian forces (eV/Å) of the 3 atoms listed first:
1.05 1.91 -1.52
1.84 0.70 0.85
-2.75 -2.70 0.64

## Properties
Gap between HOMO and LUMO ... 10.22 eV
Charge ... 0
E ... -418.4291 Ha
Energy above the lowest of the compared OMol25 structures with the same formula, charge and spin ... 20.0 kcal/mol
Lowest unoccupied orbital energy ... 0.02302 Eh
SMILES ... CC(N)=O.CC(N)=O
Largest force on an atom ... 3.9 eV/Å
2S+1 ... 1